# C45H92BF7N11O13S

8 unconnected molecules or ions with the total composition C45H92BF7N11O13S at a distorted geometry (ωB97M-V/def2-TZVPD, the OMol25 dataset).

The geometry in XYZ format:
```
170
Properties=species:S:1:pos:R:3:forces:R:3
C -4.315768 -1.194881 3.853667 -0.1 1.2 0.3
O -4.021404 -2.565707 3.484656 1.8 0.8 0.2
C -2.719775 -2.680033 2.864750 -0.1 0.3 -1.5
C -2.848959 -2.184969 1.305183 0.5 -0.6 1.0
C -2.011004 -3.230741 0.415643 -0.8 0.1 -0.4
C -1.640364 -2.722335 -1.062161 -0.2 0.3 0.2
C -0.809354 -1.340982 -1.108940 0.5 -0.6 -0.5
C 0.801025 -1.593186 -0.913066 -1.7 1.0 0.1
C 1.275289 -0.430713 0.115584 -3.4 -0.9 0.0
N 2.685654 -0.452583 0.545047 0.2 -4.1 0.3
C 2.980060 -1.750219 1.161974 3.6 1.6 -1.4
N 2.111400 -2.529513 1.849830 -1.2 0.2 1.2
N 4.356638 -2.199040 1.077765 -4.1 -0.1 -0.2
C 4.798688 -3.121957 2.133691 1.0 -0.7 2.2
C 6.404130 -2.942423 2.401903 0.2 -0.6 0.9
C 7.171595 -4.375951 2.446627 -0.2 0.4 0.4
F 8.333975 -4.379563 1.587387 -1.8 0.0 1.1
C 4.843605 -2.464833 -0.299226 2.3 1.4 -1.2
C 4.630120 -3.956136 -0.826666 -0.2 -0.9 0.4
B 3.102115 -4.406200 -1.125778 -2.2 -0.1 -1.6
O 2.320802 -5.274752 -0.239219 1.7 0.2 -2.0
O 2.408098 -3.986065 -2.338181 1.2 -1.7 2.5
C 4.308781 -1.293494 -1.257470 -0.6 0.3 -1.8
C 5.430791 -0.864028 -2.342060 -0.5 0.3 -0.9
C 6.275641 -2.042894 -2.995811 0.5 -0.2 -0.8
C 5.515989 -2.878479 -4.148276 1.0 -0.6 -0.5
C 4.990210 -1.994205 -5.376715 -0.8 -0.4 0.3
N 3.500782 -1.813165 -5.148709 1.2 0.0 0.0
C 3.725321 -0.009839 -0.416007 2.7 0.0 0.9
C 4.968476 0.749058 0.351579 -0.4 0.2 0.8
C 4.831792 0.795278 1.940425 3.9 -2.1 3.5
O 5.794699 0.362009 2.633970 -4.6 2.1 -3.2
F 3.710836 1.258303 2.682533 1.9 -0.7 -2.4
S 3.150078 1.337959 -1.617694 -0.6 -0.5 -7.3
O 2.172453 0.794505 -2.649178 1.9 0.9 4.2
O 4.259606 1.991436 -2.389524 -1.6 -1.3 3.4
C 2.337784 2.791680 -0.700234 -3.1 0.5 0.7
F 1.045968 2.927773 -1.330340 3.3 -0.3 1.6
F 2.082774 2.532981 0.666119 1.0 0.7 -2.9
C 3.087804 4.190859 -0.932381 -0.2 3.4 0.2
F 2.961654 4.649932 -2.275447 0.7 -1.7 3.8
F 2.373989 5.159345 -0.141093 1.8 -2.6 -1.9
F 4.423783 4.234457 -0.479862 -3.4 -0.5 -1.4
H -4.964967 -0.636917 3.074131 0.8 -1.2 1.3
H -3.363010 -0.538434 3.967792 -1.2 -1.3 -0.1
H -4.833321 -1.210844 4.880559 0.6 0.0 -1.7
H -1.926532 -2.002167 3.351302 -1.2 -1.0 -0.3
H -2.320783 -3.768413 2.871604 -1.1 1.7 0.3
H -2.442747 -1.113676 1.293895 -0.6 -1.5 -0.4
H -3.970226 -2.170341 1.049090 1.8 -0.1 0.2
H -1.098308 -3.577167 1.022498 -1.1 0.6 -1.0
H -2.693668 -4.159750 0.286828 1.2 1.4 0.3
H -2.625696 -2.542695 -1.620527 1.3 -0.3 0.8
H -1.087937 -3.561104 -1.641019 -0.7 1.4 0.9
H -0.977388 -0.887215 -2.147700 0.3 -0.5 1.5
H -1.166598 -0.584229 -0.330279 0.2 -1.2 -1.1
H 0.873341 -2.633205 -0.447595 0.4 1.4 -0.8
H 1.239880 -1.497429 -1.960412 -0.1 -0.4 1.7
H 0.625953 -0.615475 1.063022 1.3 0.4 -1.5
H 0.841581 0.541970 -0.295303 1.4 -1.0 0.6
H 1.694942 -3.381028 1.419051 1.0 0.8 0.4
H 1.808769 -2.339137 2.822498 0.1 0.2 -1.3
H 4.313186 -2.845879 3.149443 0.6 -0.2 -2.0
H 4.514543 -4.236649 1.979205 0.5 1.9 -0.1
H 6.545324 -2.500469 3.464212 -0.4 -0.5 -1.9
H 6.893552 -2.194672 1.691379 -0.7 -1.3 0.8
H 7.521993 -4.607165 3.525768 -0.4 0.5 -1.9
H 6.441156 -5.206347 2.147774 1.3 1.0 0.1
H 5.995515 -2.309427 -0.271342 -1.9 -0.2 0.1
H 5.225112 -4.218208 -1.787445 -0.9 1.0 1.6
H 5.036387 -4.728138 -0.057872 -0.5 1.5 -1.1
H 2.180082 -6.091981 -0.792304 -0.2 0.9 0.9
H 1.675629 -4.639140 -2.486412 0.8 1.0 0.0
H 3.401260 -1.616639 -1.907737 1.5 0.1 1.2
H 6.158363 -0.058733 -1.981928 -1.1 -1.2 -0.1
H 4.831802 -0.369780 -3.205822 1.1 -0.8 1.4
H 6.749977 -2.787451 -2.241643 -0.9 1.3 -1.1
H 7.187682 -1.554884 -3.521810 -1.5 -0.8 0.9
H 4.665493 -3.547939 -3.743365 1.1 1.3 -0.6
H 6.307180 -3.610522 -4.579757 -1.2 1.2 0.8
H 5.501680 -0.971893 -5.419220 -0.7 -1.4 0.2
H 5.178373 -2.512123 -6.388116 0.0 0.6 1.5
H 3.028820 -2.737212 -5.124581 0.3 1.1 -0.4
H 3.094492 -1.185973 -5.854664 0.2 -0.8 0.3
H 5.968301 0.208017 0.135402 -1.9 0.9 0.6
H 5.116563 1.827858 0.004742 -0.3 -1.4 0.3
C -7.859906 2.205117 1.344785 -0.1 0.0 0.1
C -6.899388 1.648192 2.360560 0.2 -0.3 0.3
O -7.136869 0.628658 2.998196 0.0 0.1 -0.1
N -5.734189 2.323456 2.557525 -0.5 -0.4 -0.2
C -5.287648 3.534841 1.900342 0.5 -0.1 0.5
H -8.744712 1.570201 1.290539 0.2 0.0 0.1
H -8.171715 3.209279 1.640443 0.0 -0.1 -0.3
H -7.388701 2.227923 0.358927 0.0 0.2 0.0
H -5.133787 1.901425 3.252304 -0.1 0.1 -0.1
H -4.342017 3.321035 1.395456 0.0 0.2 -0.2
H -5.124971 4.297351 2.663602 0.0 0.1 -0.4
H -6.009581 3.901318 1.173536 0.0 -0.1 0.2
C -11.336665 6.221396 0.134457 -0.1 0.1 0.1
C -10.210236 5.222693 0.169412 0.3 -0.3 0.1
O -9.788940 4.748873 1.217190 -0.1 0.3 0.0
N -9.658844 4.850659 -1.018572 -0.3 0.2 0.5
C -10.020219 5.298694 -2.346230 0.4 -0.3 0.0
H -11.676934 6.423488 1.150319 0.1 -0.1 -0.1
H -10.991087 7.158099 -0.307950 -0.2 0.0 -0.1
H -12.174918 5.818327 -0.437806 0.0 0.2 -0.1
H -8.909271 4.179105 -0.923697 -0.1 0.1 0.0
H -10.318043 4.427550 -2.933664 -0.1 0.2 -0.2
H -9.142102 5.758317 -2.804715 -0.2 0.1 -0.2
H -10.836148 6.018207 -2.331078 0.1 -0.1 0.1
C -1.114792 -4.351838 -5.624260 0.0 -0.2 0.0
C -0.048867 -3.293207 -5.732486 0.4 0.3 0.0
O 1.145599 -3.564342 -5.720439 -0.2 -0.2 0.0
N -0.453833 -1.998972 -5.846286 0.1 -0.6 0.1
C -1.808252 -1.489822 -5.878298 0.3 0.4 -0.1
H -0.647300 -5.333424 -5.539603 0.1 0.2 0.0
H -1.722668 -4.179620 -4.733339 -0.1 0.0 -0.1
H -1.741690 -4.342822 -6.518362 -0.1 0.0 0.2
H 0.310520 -1.340578 -5.914478 -0.1 -0.1 0.0
H -1.952154 -0.955228 -6.819451 -0.3 0.0 0.1
H -1.933268 -0.793236 -5.046523 -0.3 0.0 -0.1
H -2.549233 -2.282557 -5.798079 0.2 0.0 0.0
C -5.973673 6.882132 5.596984 0.2 0.0 0.0
C -6.408262 6.415014 4.233785 -0.2 -0.1 -0.3
O -5.613045 6.234653 3.316874 0.0 0.2 0.1
N -7.736336 6.192447 4.038914 0.7 0.1 0.1
C -8.812891 6.349513 4.993476 -0.2 -0.1 -0.3
H -4.891739 7.019038 5.609417 -0.1 -0.1 -0.2
H -6.446454 7.837754 5.831413 -0.1 -0.2 0.2
H -6.236905 6.134904 6.348228 -0.1 0.2 0.1
H -7.962778 5.880629 3.103098 -0.1 0.0 0.1
H -9.313550 5.385826 5.107801 -0.1 0.1 0.2
H -9.522021 7.077905 4.594533 -0.1 0.0 0.2
H -8.457304 6.688112 5.965290 0.1 0.0 -0.1
C -6.242344 9.658781 9.057834 0.0 0.1 -0.1
C -6.634507 8.234900 9.353285 -0.2 -0.5 0.0
O -7.341176 7.581615 8.597315 0.1 0.1 0.0
N -6.173466 7.679429 10.508075 -0.1 0.3 -0.5
C -5.334608 8.290569 11.516421 -0.1 -0.5 0.1
H -6.679947 9.968439 8.108452 0.0 -0.2 0.1
H -6.615869 10.319264 9.843149 0.2 0.0 0.0
H -5.155804 9.738138 8.980687 -0.1 0.1 0.1
H -6.473225 6.723756 10.644692 0.0 0.1 0.0
H -4.422253 7.697606 11.610006 0.1 0.2 0.2
H -5.872489 8.274877 12.466657 0.2 0.2 0.1
H -5.072498 9.317024 11.268465 -0.1 -0.1 0.0
C 2.927403 -6.684143 -6.009705 0.1 0.1 0.0
C 2.542005 -7.348174 -4.714865 -0.1 -0.2 0.2
O 2.777486 -6.839325 -3.623690 -0.1 0.1 0.3
N 1.912685 -8.552302 -4.785262 0.3 0.6 0.1
C 1.554317 -9.300872 -5.971193 -0.1 -0.3 0.3
H 3.419297 -5.733937 -5.800619 -0.1 -0.1 0.1
H 3.622324 -7.320080 -6.562387 -0.1 0.0 -0.1
H 2.035445 -6.487446 -6.607957 0.1 0.0 -0.1
H 1.682504 -8.941990 -3.881344 0.0 0.0 -0.2
H 0.472159 -9.447124 -5.971176 0.1 -0.1 -0.3
H 2.048427 -10.273448 -5.925898 -0.1 0.0 -0.3
H 1.848252 -8.790340 -6.885845 0.0 0.0 0.2
C 10.600667 -0.025766 -3.945513 0.0 0.1 -0.1
C 10.193458 -1.444819 -3.647339 -0.2 -0.5 -0.1
O 9.476012 -2.090697 -4.400139 0.0 0.2 0.1
N 10.653016 -2.005036 -2.493742 -0.2 0.3 -0.4
C 11.503263 -1.402987 -1.489065 -0.1 -0.5 0.1
H 10.162739 0.288102 -4.893334 0.0 -0.2 0.1
H 10.238016 0.639711 -3.159006 0.2 0.1 0.0
H 11.687573 0.041092 -4.027249 -0.1 0.1 0.1
H 10.343005 -2.957306 -2.355318 0.1 0.1 0.0
H 12.408984 -2.006262 -1.399037 0.1 0.2 0.2
H 10.969272 -1.412088 -0.536393 0.2 0.2 0.1
H 11.776134 -0.379726 -1.738693 -0.1 -0.1 -0.1
```
Positions in Å, forces in eV/Å.

Its total charge is +1. Its molar mass is 1171.16 g mol⁻¹. As for the HOMO energy: -9.96 eV. The largest force on an atom comes out at 0.1430 hartree/bohr. The calculation puts the gap between HOMO and LUMO at 5.8 eV. The energy above the lowest of the compared OMol25 structures with the same formula, charge and spin is 195.57 kcal per mole.

Atom charges from the Löwdin analysis, given in e for atoms 1 to 99:
1 C -0.118
2 O -0.225
3 C -0.232
4 C -0.164
5 C -0.212
6 C -0.201
7 C -0.170
8 C -0.138
9 C -0.160
10 N 0.026
11 C -0.172
12 N 0.171
13 N 0.000
14 C -0.147
15 C -0.112
16 C -0.151
17 F -0.107
18 C -0.209
19 C 0.001
20 B -0.524
21 O 0.044
22 O 0.064
23 C -0.141
24 C -0.144
25 C -0.185
26 C -0.182
27 C -0.251
28 N -0.024
29 C -0.304
30 C -0.007
31 C -0.289
32 O 0.077
33 F 0.039
34 S 0.880
35 O -0.294
36 O -0.291
37 C -0.303
38 F 0.050
39 F 0.070
40 C -0.322
41 F 0.111
42 F 0.087
43 F 0.105
44 H 0.081
45 H 0.093
46 H 0.108
47 H 0.111
48 H 0.125
49 H 0.097
50 H 0.131
51 H 0.095
52 H 0.129
53 H 0.114
54 H 0.112
55 H 0.112
56 H 0.095
57 H 0.088
58 H 0.105
59 H 0.146
60 H 0.120
61 H 0.133
62 H 0.155
63 H 0.141
64 H 0.131
65 H 0.121
66 H 0.110
67 H 0.132
68 H 0.111
69 H 0.150
70 H 0.127
71 H 0.123
72 H 0.118
73 H 0.107
74 H 0.143
75 H 0.118
76 H 0.111
77 H 0.109
78 H 0.110
79 H 0.096
80 H 0.123
81 H 0.116
82 H 0.111
83 H 0.031
84 H 0.061
85 H 0.145
86 H 0.123
87 C -0.018
88 C -0.549
89 O 0.011
90 N 0.009
91 C -0.072
92 H 0.090
93 H 0.053
94 H 0.081
95 H 0.130
96 H 0.079
97 H 0.055
98 H 0.078
99 C -0.008